The following is a quantum chemistry calculation of a structure of composition C29H38AsN4NaO4S4, from the OMol25 dataset.

The calculation puts the energy relative to the best compared isomer or geometry (same formula, charge and spin) at 19.7 kcal per mole. Its HOMO energy is -7.74 eV. The orbital gap is 7.562 eV. For the LUMO energy, the calculation gives -0.007 hartree. The total energy is -5638.61322 Eh.

Positions of all 81 atoms, in Å:
Na: 0.07287 0.98167 0.87176
C: -3.40708 -0.92670 3.28959
C: -3.86002 -0.90579 1.83384
S: -3.03673 0.46258 0.95324
C: -3.52090 0.21698 -0.76617
C: -3.01640 -1.04559 -1.43568
S: -1.23235 -1.33360 -1.21674
C: -1.33872 -2.89649 -0.27946
C: 0.01480 -3.35063 0.23519
S: 0.79293 -2.17490 1.38320
C: 0.28137 -2.80811 3.00743
C: -1.18227 -2.62708 3.37230
S: -1.60189 -0.85953 3.54091
H: -3.78126 -1.81940 3.79103
H: -3.78683 -0.04774 3.81027
H: -4.94027 -0.75574 1.79142
H: -3.62095 -1.84908 1.34227
H: -3.08074 1.09057 -1.24801
H: -4.60717 0.27611 -0.85782
H: -3.20031 -0.96294 -2.50837
H: -3.53486 -1.93548 -1.07913
H: -1.75411 -3.65372 -0.94794
H: -2.02699 -2.72656 0.54556
H: 0.72188 -3.47124 -0.58534
H: -0.08531 -4.31313 0.73979
H: 0.90861 -2.24702 3.70289
H: 0.56087 -3.86124 3.05364
H: -1.37437 -3.10823 4.33324
H: -1.83218 -3.07906 2.62236
O: -0.49196 2.40896 2.25063
C: -1.21088 3.38215 2.05659
C: -1.67691 3.88490 0.79078
C: -2.41131 5.06758 0.78525
C: -2.86564 5.62192 -0.39021
C: -2.59636 4.98808 -1.62328
C: -1.89717 3.82275 -1.64991
C: -1.39647 3.19543 -0.45358
O: -0.77094 2.10709 -0.50793
N: -3.60917 6.85002 -0.36343
O: -3.84282 7.36815 0.72028
O: -3.97749 7.32576 -1.42850
H: -1.55694 3.97397 2.92733
H: -2.62706 5.57646 1.71669
H: -2.95986 5.45214 -2.52908
H: -1.68210 3.31947 -2.58475
C: 2.66021 2.68740 3.15371
As: 2.12326 0.83324 2.82513
C: 3.87393 0.25291 2.14733
C: 2.42764 0.14591 4.65060
H: 3.65035 2.72632 3.60897
H: 1.94323 3.18315 3.80638
H: 2.68255 3.22566 2.20556
H: 4.65378 0.45878 2.88159
H: 4.09992 0.78486 1.22294
H: 3.86035 -0.81648 1.93509
H: 3.24019 0.69274 5.12925
H: 2.71185 -0.90544 4.58470
H: 1.52832 0.22845 5.26007
C: 2.82579 1.80331 -2.84098
C: 2.13380 1.72593 -1.64609
N: 1.93172 0.58579 -0.98947
C: 2.39565 -0.54139 -1.54440
C: 3.16684 -0.56590 -2.71933
C: 3.37707 0.65219 -3.36231
C: 3.95048 -1.74408 -3.16622
C: 3.61409 -2.97255 -3.56106
C: 2.31176 -3.54247 -3.91528
C: 1.30279 -2.83147 -4.54780
C: 0.18849 -3.54923 -4.95001
N: 0.05553 -4.85258 -4.73071
C: 1.07179 -5.43953 -4.10340
N: 2.19137 -4.86491 -3.70653
H: 2.97600 2.75725 -3.32735
H: 1.73407 2.61506 -1.17350
H: 2.23935 -1.45334 -0.97870
H: 3.97327 0.68553 -4.26620
H: 5.01756 -1.54542 -3.11568
H: 4.41159 -3.69604 -3.68712
H: 1.38207 -1.76873 -4.72194
H: -0.63389 -3.06710 -5.46501
H: 0.96867 -6.50151 -3.90433

For each atom in turn, the Mulliken charge in e is: atom 1 (Na): 1.008, atom 2 (C): -1.136, atom 3 (C): -0.740, atom 4 (S): 0.196, atom 5 (C): -0.358, atom 6 (C): -1.276, atom 7 (S): 0.337, atom 8 (C): 0.418, atom 9 (C): -1.289, atom 10 (S): 0.397, atom 11 (C): -0.831, atom 12 (C): -0.741, atom 13 (S): 0.155, atom 14 (H): 0.486, atom 15 (H): 0.415, atom 16 (H): 0.486, atom 17 (H): 0.230, atom 18 (H): -0.053, atom 19 (H): 0.591, atom 20 (H): 0.546, atom 21 (H): 0.389, atom 22 (H): 0.530, atom 23 (H): -0.783, atom 24 (H): 0.307, atom 25 (H): 0.554, atom 26 (H): 0.059, atom 27 (H): 0.467, atom 28 (H): 0.490, atom 29 (H): 0.345, atom 30 (O): -0.561, atom 31 (C): -0.575, atom 32 (C): 0.903, atom 33 (C): -0.356, atom 34 (C): -0.582, atom 35 (C): -0.379, atom 36 (C): -0.600, atom 37 (C): -0.366, atom 38 (O): -0.326, atom 39 (N): 0.997, atom 40 (O): -0.647, atom 41 (O): -0.651, atom 42 (H): 0.261, atom 43 (H): 0.512, atom 44 (H): 0.501, atom 45 (H): 0.482, atom 46 (C): -1.251, atom 47 (As): 0.667, atom 48 (C): -1.236, atom 49 (C): -1.303, atom 50 (H): 0.440, atom 51 (H): 0.323, atom 52 (H): 0.315, atom 53 (H): 0.459, atom 54 (H): 0.349, atom 55 (H): 0.299, atom 56 (H): 0.423, atom 57 (H): 0.372, atom 58 (H): 0.339, atom 59 (C): -1.088, atom 60 (C): -0.359, atom 61 (N): 0.451, atom 62 (C): -0.189, atom 63 (C): 0.096, atom 64 (C): -0.371, atom 65 (C): -0.520, atom 66 (C): -0.448, atom 67 (C): 0.599, atom 68 (C): -0.264, atom 69 (C): -0.370, atom 70 (N): -0.599, atom 71 (C): -0.119, atom 72 (N): -0.605, atom 73 (H): 0.432, atom 74 (H): 0.473, atom 75 (H): 0.325, atom 76 (H): 0.520, atom 77 (H): 0.364, atom 78 (H): 0.354, atom 79 (H): 0.437, atom 80 (H): 0.448, atom 81 (H): 0.424